Formula: C4H3BrFNOS
Source: OMol25
Level of theory: ωB97M-V with the def2-TZVPD basis set

```
12
Properties=species:S:1:pos:R:3:forces:R:3:nbo_charge:R:1
C 0.70225 -0.67741 -0.12419 0.357 -0.322 0.497 -0.037
C 0.38631 1.74347 0.06988 1.848 2.038 -0.110 0.425
C -0.13236 0.52030 -0.56195 -0.474 0.077 -0.497 -0.493
C -1.27042 -1.48096 0.29287 -1.324 0.247 0.409 0.499
N -0.09964 -1.82182 0.14337 1.858 -0.451 0.000 -0.481
O 1.42136 2.31183 -0.23224 -1.516 -0.816 -0.068 -0.490
F -2.20235 -2.31679 0.64700 -0.686 -0.684 0.155 -0.284
S -1.80365 0.15064 0.09999 0.044 0.818 -0.817 0.254
Br 1.94167 -0.32152 1.43885 -0.694 -0.470 -0.712 -0.008
H 1.28607 -0.83247 -0.97925 1.654 -0.723 -0.542 0.219
H -0.23618 2.09312 0.87732 -0.264 0.518 0.777 0.128
H 0.00694 0.63163 -1.67164 -0.802 -0.231 0.908 0.268
```
Forces are in eV/Å.

Calculated values
**E_LUMO**: 0.167 eV
**SMILES string**: O=C[C@@H]1SC(F)=N[C@@H]1Br
**Relative energy (zero: lowest compared OMol25 entry of this formula, charge and spin)**: 0.000 eV

Formula: C4H3Cl2OS
Source: OMol25
Level of theory: ωB97M-V with the def2-TZVPD basis set

```
11
Properties=species:S:1:pos:R:3:forces:R:3:nbo_charge:R:1
C -0.06712 -1.38418 1.31099 -0.532 -0.021 -1.915 -0.583
C -0.52442 -0.81633 0.15398 0.677 -0.749 1.637 -0.245
C 1.41895 1.06930 -1.06107 -0.834 1.647 0.714 0.470
C -0.80806 0.45736 -0.28118 -0.021 2.529 0.496 -0.308
O 1.69730 0.12366 -1.64569 0.612 -1.778 -0.968 -0.526
S 1.58330 2.57139 -0.52968 0.148 0.022 0.063 -0.172
Cl -1.88308 0.76418 -1.66936 0.111 -0.612 -0.164 -0.106
Cl -1.17207 1.67158 0.91048 -0.242 0.410 0.858 -0.091
H 0.38524 -2.36727 1.39978 -0.281 0.129 -0.331 0.185
H -0.10513 -0.77673 2.14415 0.135 1.026 1.939 0.181
H -0.52491 -1.31296 -0.73241 0.227 -2.603 -2.330 0.197
```
Forces are in eV/Å.

Calculated values
**E_LUMO (alpha / beta)**: 3.336 / 3.336 eV
**Relative energy (zero: lowest compared OMol25 entry of this formula, charge and spin)**: 1.080 eV
**Total charge**: -1

Formula: C4H3ClF2O
Source: OMol25
Level of theory: ωB97M-V with the def2-TZVPD basis set

```
11
Properties=species:S:1:pos:R:3:forces:R:3:nbo_charge:R:1
C -1.20634 -0.97004 -0.22178 0.177 -0.038 1.933 -0.035
C -0.82576 0.50244 -0.13248 1.637 -0.380 1.429 0.512
C 0.52255 1.01633 0.21040 -0.007 0.072 -0.178 -0.422
C 1.68604 0.40189 0.14770 0.675 -0.674 -0.202 0.413
H -2.26932 -1.00574 -0.17739 -0.848 -0.019 -0.095 0.198
H -0.85045 -1.41559 -1.10041 0.627 -0.702 -1.290 0.190
H 0.48428 2.07883 0.46300 0.260 -0.400 -0.012 0.259
O -1.64889 1.36183 -0.18115 -1.991 0.649 -0.686 -0.497
F -0.74828 -1.74894 0.88954 -0.137 1.053 -1.031 -0.363
F 2.84050 0.99347 0.41202 -0.119 0.525 0.199 -0.298
Cl 2.01566 -1.21448 -0.30944 -0.274 -0.087 -0.067 0.042
```
Forces are in eV/Å.

Calculated values
**E_LUMO**: -0.008 eV
**SMILES string**: O=C(/C=C(/F)Cl)CF
**Relative energy (zero: lowest compared OMol25 entry of this formula, charge and spin)**: 0.691 eV

Formula: C4H3ClFNS
Source: OMol25
Level of theory: ωB97M-V with the def2-TZVPD basis set

```
11
Properties=species:S:1:pos:R:3:forces:R:3:nbo_charge:R:1
C 0.63108 -0.18199 -0.29547 5.590 -5.004 -2.893 -0.379
C -0.11147 -0.21025 0.93369 1.786 1.668 4.289 0.193
C -0.48593 0.59070 -0.19479 -5.295 6.032 1.180 -0.179
C -1.80372 0.34287 -0.68564 -3.102 -2.098 -4.723 0.266
H 2.75777 -1.12671 -0.42615 -0.386 3.460 -0.157 0.168
H 0.47215 -1.20645 -0.87975 0.190 2.471 1.061 0.290
H 0.16211 0.34969 1.92029 -0.214 -1.207 -2.080 0.211
N -2.69541 -0.04465 -1.37395 3.022 1.678 3.107 -0.248
F -0.87733 -1.23834 1.12385 -1.559 -2.942 0.899 -0.313
S 2.38728 0.38781 -0.50069 -0.489 -3.764 0.271 0.009
Cl -0.43652 2.33734 0.37862 0.456 -0.294 -0.954 -0.018
```
Forces are in eV/Å.

Calculated values
**E_LUMO**: -0.201 eV
**SMILES string**: N#C[C@@]1(Cl)[C@@H](F)[C@@H]1S
**Relative energy (zero: lowest compared OMol25 entry of this formula, charge and spin)**: 3.373 eV

Formula: C4H3ClN2
Source: OMol25
Level of theory: ωB97M-V with the def2-TZVPD basis set

```
10
Properties=species:S:1:pos:R:3:forces:R:3:nbo_charge:R:1
C 1.39410 1.13814 1.34326 -1.456 -1.764 -1.486 -0.192
C 1.56955 1.86634 0.24379 -0.567 0.386 -2.262 -0.052
C 0.82565 0.08756 -1.27467 1.608 1.831 1.314 0.137
C -0.52187 -0.61537 -0.96165 2.148 -2.929 -1.505 -0.266
N 0.55589 0.04221 1.17276 0.986 0.695 2.832 -0.208
N 0.46155 -0.24413 -0.07072 0.580 -0.077 -0.072 -0.197
Cl 2.68674 3.01395 -0.11459 0.707 0.358 -0.181 0.126
H 1.71420 1.58367 2.25643 -0.152 -0.434 0.989 0.243
H -1.37770 -0.08973 -1.03583 -2.998 1.436 0.115 0.202
H -0.41559 -1.64614 -1.34051 -0.855 0.497 0.257 0.208
```
Forces are in eV/Å.

Calculated values
**E_LUMO (alpha / beta)**: -1.349 / -1.207 eV
**Relative energy (zero: lowest compared OMol25 entry of this formula, charge and spin)**: 8.152 eV

Formula: C4H3ClO2
Source: OMol25
Level of theory: ωB97M-V with the def2-TZVPD basis set

```
10
Properties=species:S:1:pos:R:3:forces:R:3:nbo_charge:R:1
C -1.44163 0.26023 1.35061 2.663 0.568 -0.662 0.701
C -0.15481 1.18333 0.52466 -1.728 -1.892 1.228 -0.303
C 0.59771 0.46166 -0.56376 -0.283 -0.041 -0.767 0.474
C 0.43869 -1.04920 -0.73729 -0.099 0.497 2.871 -0.705
O -1.74610 -0.38307 2.25583 0.271 1.213 -1.499 -0.421
O 1.51576 1.00687 -1.16535 -1.209 0.190 0.931 -0.536
Cl -0.52033 2.84958 0.43277 0.027 -0.362 -0.156 0.088
H 1.37258 -1.34887 -1.13977 0.874 -0.579 -0.105 0.246
H -0.32787 -1.54975 -1.26664 -1.179 0.441 -1.035 0.241
H 0.26601 -1.43077 0.30892 0.662 -0.034 -0.805 0.214
```
Forces are in eV/Å.

Calculated values
**E_LUMO (alpha / beta)**: -1.173 / -1.170 eV
**SMILES string**: CC(=O)C(Cl)=C=O
**Relative energy (zero: lowest compared OMol25 entry of this formula, charge and spin)**: 3.113 eV

For the records above, the corresponding E_tot values read -3356.24670 -1548.02344 -889.33732 -1167.08477 -723.62508 -764.76453 a.u..